Entry 1:
This record from the Open Molecules 2025 dataset describes C61H42CsN9P2STe as an isolated structure in a non-equilibrium geometry. The level of theory is ωB97M-V/def2-TZVPD.

The energy above the lowest of the compared OMol25 structures with the same formula, charge and spin is 31.0 kcal/mol. The spin multiplicity is 1. As for the LUMO energy: 2.8 eV. The orbital gap is 2.845 eV. The net charge is -2. The calculated total energy comes out at -114604.2604 eV.

Last column: Löwdin charge in e.
Geometry (Å):
Cs -0.81 -2.04 1.08  1.036
C -4.44 -6.75 -1.68  -0.101
C -5.18 -5.75 -2.37  -0.103
C -4.63 -4.50 -2.63  -0.035
C -3.35 -4.24 -2.20  -0.092
C -2.54 -2.98 -2.09  -0.345
N -2.95 -1.90 -2.60  0.192
C -2.19 -0.72 -2.47  -0.300
C -2.39 0.41 -3.30  -0.148
C -3.36 0.64 -4.29  -0.046
C -3.41 1.84 -4.96  -0.128
C -2.41 2.81 -4.67  -0.135
C -1.43 2.59 -3.72  -0.056
C -1.41 1.37 -2.97  -0.137
C -0.70 0.75 -1.93  -0.332
N 0.33 1.22 -1.06  -0.071
C 1.58 0.52 -0.87  -0.324
N 1.52 -0.69 -0.33  0.076
C 2.79 -1.02 0.01  -0.353
N 3.16 -2.24 0.57  0.202
C 2.38 -3.27 0.45  -0.385
N 1.20 -3.41 -0.23  -0.067
C 0.67 -4.60 0.04  -0.398
N -0.45 -5.20 -0.37  0.152
C -1.35 -4.55 -1.09  -0.350
N -1.40 -3.25 -1.38  0.010
C -2.59 -5.24 -1.57  -0.084
C -3.11 -6.50 -1.31  -0.032
C 1.56 -5.30 1.06  -0.099
C 1.35 -6.47 1.77  -0.030
C 2.31 -6.82 2.71  -0.117
C 3.42 -6.01 2.91  -0.121
C 3.61 -4.84 2.19  -0.034
C 2.67 -4.49 1.25  -0.103
C 3.67 0.04 -0.25  -0.136
C 5.07 0.19 -0.07  -0.030
C 5.72 1.30 -0.55  -0.125
C 4.95 2.35 -1.14  -0.128
C 3.59 2.22 -1.29  -0.044
C 2.89 1.04 -0.89  -0.120
N -1.17 -0.46 -1.63  0.116
H -4.90 -7.70 -1.44  0.081
H -6.20 -5.97 -2.66  0.080
H -5.21 -3.73 -3.12  0.098
H -4.09 -0.14 -4.51  0.099
H -4.16 2.05 -5.72  0.074
H -2.35 3.73 -5.25  0.082
H -0.71 3.38 -3.59  0.072
H -2.55 -7.21 -0.77  0.088
H 0.45 -7.03 1.60  0.098
H 2.17 -7.68 3.36  0.084
H 4.15 -6.31 3.66  0.091
H 4.49 -4.23 2.39  0.112
H 5.62 -0.59 0.43  0.096
H 6.81 1.41 -0.50  0.084
H 5.49 3.23 -1.48  0.079
H 3.07 3.04 -1.78  0.076
C -2.67 2.04 -0.11  -0.121
N -1.57 2.02 0.93  -0.391
P -0.03 2.18 0.18  0.999
C -0.13 3.92 -0.37  -0.260
C -0.80 4.91 0.34  -0.082
C -0.70 6.26 -0.01  -0.078
C 0.08 6.63 -1.10  -0.087
C 0.71 5.64 -1.88  -0.057
C 0.61 4.30 -1.50  -0.079
C 1.24 2.12 1.45  -0.264
C 1.56 0.94 2.09  -0.096
C 2.65 0.90 2.93  -0.048
C 3.39 2.04 3.21  -0.073
C 3.03 3.25 2.64  -0.066
C 1.94 3.27 1.75  -0.076
P -2.14 1.01 2.23  0.982
C -1.07 1.31 3.68  -0.375
C -0.52 2.56 4.02  -0.081
C 0.32 2.66 5.12  -0.081
C 0.64 1.53 5.87  -0.088
C 0.09 0.31 5.54  -0.078
C -0.74 0.21 4.44  -0.130
C -3.65 1.87 2.89  -0.349
C -3.86 3.26 2.95  -0.087
C -4.99 3.76 3.59  -0.082
C -5.88 2.86 4.20  -0.103
C -5.69 1.51 4.15  -0.093
C -4.59 1.04 3.44  -0.116
H -2.37 2.65 -0.95  0.078
H -3.55 2.42 0.38  0.058
H -2.90 1.05 -0.46  0.069
H -1.41 4.58 1.17  0.080
H -1.28 7.02 0.53  0.103
H 0.20 7.66 -1.37  0.089
H 1.25 5.89 -2.78  0.107
H 1.07 3.58 -2.13  0.086
H 1.04 0.04 1.83  0.042
H 3.00 -0.03 3.36  0.120
H 4.28 1.96 3.79  0.096
H 3.63 4.17 2.72  0.105
H 1.70 4.20 1.28  0.094
H -0.73 3.43 3.42  0.093
H 0.78 3.63 5.36  0.113
H 1.32 1.66 6.68  0.096
H 0.30 -0.61 6.06  0.103
H -1.09 -0.77 4.13  0.078
H -3.14 3.94 2.53  0.085
H -5.13 4.83 3.67  0.101
H -6.71 3.32 4.74  0.099
H -6.26 0.79 4.72  0.102
H -4.46 -0.05 3.42  0.104
Te 2.19 -2.99 -3.24  0.468
C 3.48 -2.70 -4.93  -1.090
C 3.34 -2.57 -6.32  -0.283
C 4.54 -2.27 -7.00  -0.277
C 5.63 -2.23 -6.17  -0.518
S 5.16 -2.54 -4.56  0.808
H 2.37 -2.62 -6.79  0.072
H 4.63 -2.05 -8.07  0.080
H 6.65 -1.99 -6.44  0.028

Entry 2:
This record from the Open Molecules 2025 dataset describes a 2-piece molecular cluster, C9H14 overall in a non-equilibrium geometry. The level of theory is ωB97M-V/def2-TZVPD.

The energy above the lowest of the compared OMol25 structures with the same formula, charge and spin is 18.4 kcal/mol. The spin multiplicity is 1. As for the LUMO energy: 1.0 eV. The orbital gap is 9.980 eV. The net charge is 0. The calculated total energy comes out at -9559.3821 eV. Its SMILES is Cc1ccccc1.CC.

Last column: Löwdin charge in e.
Geometry (Å):
C 1.89 1.08 1.56  -0.054
C 1.78 0.17 0.38  -0.288
C 0.96 -0.97 0.46  -0.082
C 0.70 -1.68 -0.69  -0.115
C 1.02 -1.19 -1.93  -0.112
C 1.92 -0.15 -2.05  -0.076
C 2.41 0.42 -0.84  -0.046
H 1.99 0.50 2.48  0.078
H 0.95 1.61 1.67  0.081
H 2.66 1.84 1.46  0.077
H 0.41 -1.17 1.37  0.114
H -0.01 -2.51 -0.65  0.107
H 0.76 -1.76 -2.82  0.102
H 2.21 0.32 -2.98  0.098
H 3.09 1.25 -0.98  0.103
C -2.29 0.23 -0.07  -0.165
C -3.37 0.31 1.00  -0.167
H -1.26 0.22 0.29  0.031
H -2.48 -0.53 -0.82  0.067
H -2.21 1.22 -0.54  0.069
H -3.80 -0.69 1.15  0.059
H -4.24 0.81 0.57  0.060
H -3.07 0.68 1.97  0.060

Entry 3:
This record from the Open Molecules 2025 dataset describes C25H43AlN3O4S as an isolated structure in a non-equilibrium geometry. The level of theory is ωB97M-V/def2-TZVPD.

The spin multiplicity is 1. As for the LUMO energy: 1.7 eV. The orbital gap is 6.583 eV. The net charge is -1. The calculated total energy comes out at -56717.0620 eV.

Last column: Löwdin charge in e.
Geometry (Å):
C 7.89 -1.81 -0.75  -0.111
C 7.14 -0.57 -0.32  -0.246
C 6.81 0.41 -1.46  -0.196
C 6.36 -0.26 -2.75  -0.345
O 5.37 -1.24 -2.58  -0.196
Al 3.72 -0.73 -2.04  0.287
C 3.44 1.27 -2.12  -0.201
C 3.28 2.02 -0.77  -0.335
C 1.94 2.75 -0.64  -0.130
C 2.30 -1.59 -3.21  -0.200
C 0.93 -1.02 -2.77  -0.284
C -0.05 -2.07 -2.21  -0.219
C -1.48 -1.85 -2.69  -0.227
C -2.47 -2.80 -2.01  -0.213
C -3.93 -2.51 -2.38  -0.277
C -4.60 -1.55 -1.40  -0.456
S -6.38 -1.92 -1.42  0.998
C -7.01 -0.98 -0.10  -0.708
N -8.20 -0.46 -0.10  0.031
N -8.38 0.07 1.17  0.041
C -7.27 -0.14 1.81  -0.191
O -6.35 -0.82 1.06  0.035
C 3.43 -1.53 -0.20  -0.144
C 4.18 -2.62 0.27  -0.105
C 3.95 -3.15 1.53  -0.182
N 3.04 -2.71 2.40  0.029
C 2.31 -1.69 1.95  -0.187
C 2.46 -1.09 0.70  -0.110
H 8.54 -2.19 0.04  0.060
H 8.53 -1.62 -1.61  0.064
H 7.22 -2.62 -1.03  0.059
H 7.76 -0.04 0.40  0.095
H 6.22 -0.81 0.20  0.083
H 6.08 1.13 -1.11  0.089
H 7.72 0.97 -1.69  0.106
H 7.24 -0.74 -3.20  0.096
H 6.06 0.51 -3.47  0.097
H 4.25 1.76 -2.67  0.038
H 2.55 1.46 -2.72  0.040
H 3.44 1.38 0.10  0.063
H 4.05 2.79 -0.71  0.083
H 2.02 3.72 -1.11  0.062
H 1.66 2.89 0.40  0.058
H 1.15 2.21 -1.16  0.053
H 2.48 -1.37 -4.26  0.038
H 2.29 -2.66 -3.05  0.036
H 0.47 -0.47 -3.59  0.096
H 1.06 -0.27 -1.98  0.062
H 0.28 -3.07 -2.44  0.105
H -0.06 -1.97 -1.12  0.104
H -1.52 -2.02 -3.76  0.116
H -1.79 -0.83 -2.46  0.116
H -2.22 -3.82 -2.30  0.111
H -2.35 -2.71 -0.93  0.106
H -3.96 -2.07 -3.38  0.108
H -4.49 -3.44 -2.40  0.084
H -4.21 -1.67 -0.40  0.076
H -4.47 -0.52 -1.72  0.082
H -7.03 0.14 2.81  0.118
H 4.95 -3.05 -0.35  0.084
H 4.55 -3.99 1.86  0.088
H 1.55 -1.31 2.63  0.086
H 1.81 -0.27 0.45  0.083
O -4.81 5.48 2.93  0.116
C -5.47 4.76 3.62  -0.526
O -5.51 5.00 4.95  -0.004
C -6.39 4.32 5.84  -0.243
C -5.81 3.00 6.31  -0.064
C -6.22 3.57 3.06  0.007
H -7.37 4.19 5.39  0.110
H -6.51 4.99 6.68  0.121
H -5.66 2.30 5.49  0.065
H -6.47 2.53 7.04  0.080
H -4.84 3.16 6.78  0.084
H -5.54 2.72 3.02  0.091
H -6.54 3.81 2.05  0.093
H -7.11 3.30 3.63  0.067

Entry 4:
This record from the Open Molecules 2025 dataset describes C40H48CrN4O4 as an isolated structure in a non-equilibrium geometry. The level of theory is ωB97M-V/def2-TZVPD.

The spin multiplicity is 5. As for the LUMO energy (spin up / spin down): -0.2 / -1.8 eV. The orbital gap (spin up / spin down) is 6.591 / 5.656 eV. The net charge is 0. The calculated total energy comes out at -84833.9617 eV.

Last column: Mulliken spin population.
Geometry (Å):
Cr 9.47 13.27 9.59  3.039
O 6.79 16.35 9.86  0.010
C 7.40 15.32 9.66  0.015
N 8.41 14.80 10.43  -0.049
C 8.81 15.28 11.63  0.036
O 8.62 16.34 12.17  0.004
C 9.59 14.19 12.37  -0.018
C 10.31 14.49 13.49  -0.018
C 10.92 13.46 14.15  0.010
C 10.73 12.15 13.69  0.001
C 9.98 11.94 12.57  0.048
N 9.46 12.95 11.89  0.033
C 7.15 14.48 8.39  0.017
C 6.27 14.87 7.40  -0.008
C 6.06 13.96 6.37  0.012
C 6.72 12.75 6.30  -0.007
C 7.63 12.47 7.30  0.024
N 7.82 13.32 8.32  -0.043
H 10.50 15.52 13.80  -0.001
H 11.50 13.61 15.02  0.001
H 11.15 11.30 14.21  0.001
H 9.78 10.97 12.14  -0.018
H 5.77 15.81 7.54  0.000
H 5.33 14.19 5.58  0.001
H 6.45 12.02 5.53  0.000
H 8.24 11.60 7.33  -0.002
C 14.66 8.42 12.43  0.007
C 14.55 9.89 12.01  -0.005
C 14.45 10.74 13.31  -0.007
C 15.82 10.29 11.24  -0.001
C 13.32 10.27 11.24  -0.035
C 13.06 11.59 11.03  0.070
C 11.92 11.98 10.31  -0.051
N 11.47 13.17 10.04  0.244
C 12.09 14.38 9.91  0.042
C 13.31 14.85 10.47  0.066
C 13.84 16.07 10.20  -0.015
C 13.04 16.90 9.36  0.100
C 11.85 16.53 8.76  -0.084
C 11.31 15.23 9.05  0.122
O 10.25 14.70 8.48  0.056
C 11.17 17.46 7.74  0.002
C 9.69 17.65 8.07  0.002
C 11.23 16.85 6.32  0.000
C 11.88 18.84 7.68  -0.001
C 15.19 16.52 10.81  0.001
C 15.15 16.45 12.32  -0.003
C 15.54 17.94 10.40  0.007
C 16.34 15.64 10.32  -0.001
C 10.99 10.97 9.89  0.150
O 9.89 11.37 9.30  0.040
C 11.30 9.59 10.06  -0.032
C 12.45 9.28 10.73  0.150
C 10.28 8.53 9.64  0.003
C 10.02 8.58 8.08  -0.002
C 10.84 7.14 9.94  0.003
C 8.97 8.71 10.39  -0.003
H 15.54 8.34 13.07  0.001
H 14.85 7.80 11.53  -0.001
H 13.76 8.08 12.97  -0.003
H 15.26 10.46 13.99  -0.001
H 13.50 10.56 13.78  0.005
H 14.53 11.85 13.14  0.001
H 16.70 10.12 11.83  0.000
H 15.78 11.34 10.98  0.001
H 15.95 9.67 10.32  0.001
H 13.76 12.37 11.33  0.022
H 13.83 14.17 11.12  0.003
H 13.41 17.87 9.14  0.021
H 9.25 16.67 8.15  0.008
H 9.15 18.21 7.33  0.000
H 9.64 18.14 9.03  -0.001
H 10.57 15.97 6.20  0.001
H 12.25 16.57 6.10  0.001
H 10.92 17.55 5.58  0.000
H 11.76 19.38 8.63  0.000
H 11.44 19.46 6.92  0.000
H 12.94 18.74 7.44  -0.001
H 14.39 17.09 12.74  0.001
H 16.07 16.90 12.72  0.000
H 15.01 15.47 12.73  0.000
H 14.84 18.72 10.77  -0.001
H 15.65 18.02 9.31  -0.002
H 16.57 18.19 10.77  0.000
H 16.13 14.59 10.57  0.001
H 17.25 15.97 10.77  0.000
H 16.37 15.66 9.24  0.001
H 12.72 8.26 10.98  0.023
H 10.84 8.24 7.45  0.000
H 9.71 9.58 7.75  0.005
H 9.14 7.96 7.95  0.000
H 11.76 7.02 9.37  -0.001
H 10.10 6.44 9.53  0.000
H 10.99 6.99 11.02  -0.001
H 8.56 9.70 10.13  0.003
H 9.09 8.59 11.43  0.000
H 8.29 7.95 10.02  0.000

> Which of these has the lowest net charge?

C61H42CsN9P2STe

> Which formula does entry 3 have?

C25H43AlN3O4S